Run a
Computed, not measured: a cluster of 12 separate species, C12H48N24O12 in total, with ωB97M-V/def2-TZVPD.

Structure (XYZ):
```
96
Properties=species:S:1:pos:R:3:lowdin_charge:R:1
N 5.191 1.790 -5.865 0.150
C 4.814 2.035 -4.631 -0.819
N 3.822 2.828 -4.548 0.174
O 5.503 1.637 -3.712 0.025
H 6.053 1.275 -5.970 0.120
H 4.713 2.290 -6.602 0.102
H 3.676 3.232 -3.634 0.132
H 3.294 3.075 -5.373 0.116
N 6.231 -6.090 -5.051 0.157
C 5.194 -6.215 -4.304 -0.797
N 5.144 -5.150 -3.555 0.143
O 4.412 -7.160 -4.268 0.036
H 6.570 -7.017 -5.265 0.124
H 6.843 -5.349 -4.740 0.109
H 5.965 -4.617 -3.309 0.108
H 4.236 -4.747 -3.371 0.120
N -1.088 1.477 7.285 0.162
C -0.893 0.387 7.957 -0.811
N -0.376 -0.539 7.233 0.160
O -1.183 0.208 9.141 0.016
H -1.813 2.038 7.708 0.120
H -0.948 1.572 6.289 0.112
H -0.354 -1.383 7.787 0.123
H -0.124 -0.486 6.256 0.118
N -5.773 4.912 3.835 0.178
C -6.592 4.776 4.774 -0.845
N -6.439 3.679 5.413 0.162
O -7.320 5.683 5.200 0.005
H -5.910 5.760 3.304 0.136
H -5.374 4.023 3.568 0.123
H -7.111 3.552 6.156 0.124
H -6.007 2.815 5.119 0.117
N 2.967 -5.044 4.606 0.150
C 3.105 -4.456 3.394 -0.729
N 3.125 -5.311 2.368 0.141
O 3.342 -3.277 3.183 0.017
H 2.817 -6.043 4.611 0.097
H 3.170 -4.526 5.448 0.112
H 3.051 -4.873 1.460 0.112
H 2.850 -6.282 2.415 0.100
N 6.943 4.389 3.795 0.159
C 7.532 3.507 3.008 -0.817
N 7.182 3.699 1.793 0.149
O 8.361 2.678 3.250 0.053
H 7.150 4.454 4.782 0.117
H 6.466 5.129 3.300 0.102
H 6.460 4.346 1.507 0.110
H 7.423 3.000 1.105 0.127
N -8.662 -0.046 0.074 0.171
C -7.906 -0.843 0.723 -0.850
N -7.940 -2.014 0.246 0.168
O -7.193 -0.507 1.656 0.021
H -8.982 -0.399 -0.817 0.111
H -8.848 0.908 0.351 0.130
H -8.255 -2.125 -0.707 0.117
H -7.159 -2.560 0.581 0.131
N 1.314 8.508 -0.661 0.173
C 2.419 7.922 -0.766 -0.831
N 3.272 8.789 -0.940 0.162
O 2.737 6.712 -0.585 -0.012
H 0.721 8.250 0.115 0.134
H 1.484 9.503 -0.627 0.109
H 3.067 9.778 -0.923 0.126
H 4.177 8.507 -1.288 0.140
N 0.062 -1.548 -5.273 0.168
C -0.304 -2.678 -4.789 -0.742
N -1.110 -3.373 -5.572 0.153
O 0.101 -3.175 -3.687 -0.045
H 0.810 -1.094 -4.768 0.126
H -0.198 -1.277 -6.210 0.116
H -1.271 -3.053 -6.517 0.103
H -1.556 -4.218 -5.246 0.120
N 0.366 0.435 0.835 0.152
C -0.782 0.483 1.489 -0.822
N -1.348 -0.695 1.485 0.162
O -1.239 1.492 1.907 0.057
H 0.821 -0.466 0.806 0.101
H 1.005 1.217 0.819 0.119
H -2.303 -0.785 1.800 0.124
H -0.578 -1.348 1.469 0.106
N -3.038 -7.111 -0.910 0.153
C -3.647 -7.965 -1.659 -0.777
N -3.802 -9.064 -0.980 0.149
O -3.805 -7.843 -2.886 0.005
H -2.710 -6.250 -1.324 0.127
H -2.694 -7.480 -0.035 0.108
H -3.957 -9.872 -1.565 0.126
H -3.666 -9.027 0.020 0.110
N -2.202 3.462 -3.470 0.136
C -3.410 2.916 -3.957 -0.769
N -3.973 2.076 -3.250 0.182
O -3.715 3.102 -5.133 0.003
H -1.814 4.108 -4.142 0.094
H -2.038 3.413 -2.474 0.087
H -4.719 1.671 -3.798 0.136
H -3.828 1.880 -2.270 0.132
```

Properties
orbital gap: 9.34 eV
molecular weight: 720.67 g/mol
multiplicity: 1
charge: 0


Run b
Computed, not measured: a cluster of 12 separate species, C12H48N24O12 in total, with ωB97M-V/def2-TZVPD.

Structure (XYZ):
```
96
Properties=species:S:1:pos:R:3:lowdin_charge:R:1
N 1.916 -7.068 -5.695 0.137
C 2.921 -6.450 -6.428 -0.722
N 3.396 -5.381 -5.784 0.137
O 3.241 -6.705 -7.549 0.053
H 1.353 -7.836 -6.033 0.103
H 1.879 -6.834 -4.713 0.086
H 4.054 -4.688 -6.109 0.113
H 3.113 -5.249 -4.823 0.092
N -3.880 -1.674 -3.753 0.138
C -4.968 -2.063 -4.384 -0.806
N -5.693 -1.034 -4.567 0.166
O -5.292 -3.235 -4.483 0.031
H -3.770 -0.741 -3.383 0.103
H -3.362 -2.444 -3.355 0.116
H -6.577 -1.259 -4.998 0.134
H -5.237 -0.169 -4.314 0.118
N -6.070 4.995 -1.646 0.168
C -5.402 5.298 -2.661 -0.762
N -5.700 6.524 -3.204 0.148
O -4.606 4.472 -3.156 -0.004
H -5.488 4.430 -1.044 0.135
H -6.371 5.882 -1.267 0.111
H -6.320 7.165 -2.728 0.096
H -5.612 6.531 -4.210 0.108
N 5.643 4.345 -5.163 0.163
C 6.365 5.441 -5.298 -0.834
N 6.985 5.423 -6.446 0.138
O 6.636 6.297 -4.543 0.078
H 5.441 3.888 -6.041 0.110
H 5.148 4.319 -4.283 0.119
H 7.118 4.584 -6.993 0.108
H 7.590 6.228 -6.524 0.118
N 4.936 -7.953 0.908 0.170
C 4.783 -9.210 0.649 -0.900
N 5.884 -9.865 0.643 0.165
O 3.758 -9.738 0.552 0.094
H 5.920 -7.724 0.899 0.105
H 4.103 -7.390 0.822 0.129
H 5.848 -10.872 0.578 0.130
H 6.731 -9.316 0.684 0.106
N -1.732 -5.543 1.428 0.166
C -1.729 -5.937 0.198 -0.865
N -2.805 -6.592 -0.133 0.159
O -0.932 -5.560 -0.561 0.081
H -2.595 -5.766 1.903 0.107
H -0.999 -4.910 1.713 0.127
H -3.569 -6.807 0.491 0.106
H -3.076 -6.519 -1.104 0.120
N -5.474 4.618 6.483 0.162
C -5.777 3.962 5.405 -0.820
N -6.962 4.274 4.986 0.153
O -5.147 3.076 4.887 0.042
H -5.946 5.417 6.882 0.113
H -4.617 4.363 6.952 0.121
H -7.489 4.947 5.525 0.107
H -7.301 3.934 4.097 0.121
N -1.803 0.443 9.041 0.162
C -1.239 1.193 9.948 -0.840
N -0.873 0.685 11.084 0.169
O -1.242 2.361 9.791 0.056
H -2.288 0.969 8.329 0.119
H -1.596 -0.539 8.922 0.108
H -0.424 1.239 11.799 0.119
H -0.830 -0.286 11.357 0.109
N -0.014 7.751 0.205 0.159
C 0.662 7.495 -0.905 -0.749
N 1.307 8.624 -1.281 0.111
O 0.826 6.478 -1.528 0.053
H -0.492 6.958 0.609 0.116
H 0.187 8.653 0.613 0.111
H 0.818 9.439 -1.623 0.099
H 2.012 8.427 -1.976 0.101
N -0.140 0.036 -7.830 0.171
C 0.558 1.112 -7.797 -0.786
N 0.210 2.107 -7.007 0.158
O 1.578 1.244 -8.491 -0.009
H -0.822 -0.169 -7.113 0.114
H 0.456 -0.699 -8.185 0.128
H -0.685 2.082 -6.541 0.106
H 0.936 2.785 -6.824 0.118
N 3.440 -3.650 8.081 0.153
C 4.135 -2.885 8.867 -0.798
N 4.438 -1.852 8.191 0.152
O 4.435 -3.134 10.054 0.002
H 3.287 -3.216 7.182 0.112
H 3.091 -4.478 8.543 0.126
H 3.938 -1.513 7.381 0.123
H 5.066 -1.311 8.768 0.129
N 0.449 1.541 1.774 0.176
C 0.905 0.380 1.480 -0.862
N 0.967 0.120 0.222 0.164
O 1.297 -0.394 2.305 0.040
H 0.120 1.987 0.930 0.110
H 0.643 1.961 2.672 0.132
H 0.805 0.825 -0.483 0.113
H 1.617 -0.648 0.129 0.127
```

Properties
orbital gap: 9.40 eV
molecular weight: 720.67 g/mol
multiplicity: 1
charge: 0


It is run b that is the most stable of them.


Run a
Computed, not measured: an isolated molecule of C18H23NO3, with ωB97M-V/def2-TZVPD.

Structure (XYZ):
```
45
Properties=species:S:1:pos:R:3:lowdin_charge:R:1
C -0.205 -0.770 -1.591 -0.067
N 0.220 0.455 -0.937 -0.233
C 1.617 0.395 -0.542 -0.169
C 2.556 0.471 -1.755 -0.181
O 3.878 0.767 -1.366 -0.044
C 4.666 -0.213 -0.835 -0.267
C 4.328 -1.557 -0.724 -0.032
C 5.234 -2.454 -0.182 -0.088
C 6.475 -2.033 0.255 -0.105
C 6.814 -0.693 0.145 -0.088
C 5.922 0.209 -0.394 -0.011
C -0.659 0.800 0.175 -0.137
C -1.922 1.489 -0.362 -0.364
O -1.575 2.522 -1.249 -0.015
C -2.737 2.102 0.786 -0.144
O -3.143 1.145 1.734 -0.041
C -4.165 0.287 1.441 -0.265
C -4.392 -0.710 2.392 -0.012
C -5.407 -1.628 2.215 -0.089
C -6.213 -1.570 1.089 -0.105
C -5.994 -0.582 0.149 -0.087
C -4.977 0.345 0.314 -0.028
H -1.259 -0.699 -1.850 0.085
H 0.359 -0.905 -2.512 0.083
H -0.063 -1.654 -0.952 0.097
H 1.839 1.265 0.080 0.132
H 1.839 -0.508 0.050 0.124
H 2.526 -0.444 -2.356 0.112
H 2.251 1.311 -2.385 0.135
H 3.369 -1.924 -1.056 0.101
H 4.958 -3.496 -0.104 0.103
H 7.172 -2.739 0.678 0.098
H 7.781 -0.350 0.483 0.103
H 6.170 1.254 -0.490 0.116
H -0.139 1.513 0.818 0.131
H -0.940 -0.072 0.782 0.136
H -2.549 0.748 -0.884 0.130
H -0.767 2.229 -1.699 0.087
H -3.585 2.659 0.373 0.130
H -2.104 2.804 1.336 0.139
H -3.757 -0.738 3.263 0.116
H -5.569 -2.393 2.960 0.103
H -7.006 -2.289 0.949 0.098
H -6.618 -0.524 -0.731 0.104
H -4.835 1.106 -0.437 0.107
```

Properties
orbital gap: 9.29 eV
molecular weight: 301.39 g/mol
multiplicity: 1
charge: 0


Run b
Computed, not measured: an isolated molecule of C18H23NO3, with ωB97M-V/def2-TZVPD.

Structure (XYZ):
```
45
Properties=species:S:1:pos:R:3:lowdin_charge:R:1
C 3.177 -0.965 -4.079 -0.069
O 2.692 -1.856 -3.100 -0.064
C 1.656 -1.521 -2.286 -0.195
C 1.256 -2.546 -1.423 0.008
C 0.222 -2.371 -0.534 -0.027
C -0.480 -1.174 -0.484 -0.149
C -1.630 -1.008 0.473 -0.145
N -1.320 -1.577 1.775 -0.208
C -2.501 -1.701 2.600 -0.097
C -0.217 -0.902 2.456 -0.145
C -0.509 0.519 2.871 -0.210
C -0.277 1.573 1.994 -0.037
C -0.607 2.870 2.348 -0.077
C -1.168 3.133 3.585 -0.095
C -1.391 2.093 4.471 -0.086
C -1.065 0.796 4.115 -0.056
C -0.104 -0.150 -1.348 -0.177
O -0.792 1.053 -1.303 -0.139
C -1.589 1.314 -2.442 -0.056
C 0.978 -0.299 -2.231 -0.134
O 1.337 0.763 -3.054 -0.138
C 1.863 1.886 -2.371 -0.061
H 3.680 -0.104 -3.632 0.090
H 2.380 -0.616 -4.739 0.097
H 3.902 -1.543 -4.653 0.094
H 1.797 -3.477 -1.476 0.120
H -0.064 -3.164 0.139 0.119
H -2.490 -1.564 0.079 0.133
H -1.915 0.054 0.534 0.122
H -2.998 -0.741 2.805 0.088
H -2.224 -2.160 3.548 0.085
H -3.213 -2.357 2.097 0.084
H 0.027 -1.503 3.336 0.124
H 0.638 -0.922 1.776 0.121
H 0.164 1.377 1.028 0.101
H -0.424 3.677 1.653 0.102
H -1.426 4.145 3.861 0.099
H -1.821 2.292 5.442 0.101
H -1.236 -0.010 4.814 0.109
H -0.991 1.348 -3.356 0.091
H -2.050 2.285 -2.268 0.096
H -2.369 0.553 -2.551 0.099
H 2.783 1.623 -1.836 0.099
H 1.145 2.304 -1.661 0.087
H 2.087 2.623 -3.141 0.096
```

Properties
orbital gap: 8.95 eV
molecular weight: 301.39 g/mol
multiplicity: 1
charge: 0


It is run a that is the most stable of them.


Run a
Computed, not measured: a cluster of 2 separate species, C4H13N2O2 in total, with ωB97M-V/def2-TZVPD.

Structure (XYZ):
```
21
Properties=species:S:1:pos:R:3:lowdin_charge:R:1
C 0.914 1.687 -0.315 -0.056
C -0.183 -0.008 -1.830 -0.066
C -0.159 0.672 -0.503 -0.362
C 0.469 -1.104 0.841 -0.537
N -1.350 0.930 0.303 0.169
N -0.817 -1.312 1.445 0.086
O 1.452 -0.518 1.499 0.080
O 0.710 -2.088 -0.052 0.075
H 1.733 1.377 0.311 0.059
H 0.525 2.750 0.007 0.123
H 1.354 1.851 -1.378 0.119
H -0.752 -0.968 -1.848 0.100
H -0.720 0.509 -2.568 0.071
H 0.699 -0.326 -2.337 0.088
H -1.483 0.140 1.045 0.116
H -2.198 0.959 -0.206 0.145
H -1.540 -1.919 0.892 0.184
H -0.817 -1.582 2.443 0.134
H -1.255 1.814 0.836 0.173
H 2.030 -1.062 2.099 0.174
H 1.386 -1.802 -0.683 0.126
```

Properties
orbital gap: 8.90 eV
molecular weight: 121.16 g/mol
multiplicity: 1
charge: +1


Run b
Computed, not measured: a cluster of 2 separate species, C4H13N2O2 in total, with ωB97M-V/def2-TZVPD.

Structure (XYZ):
```
21
Properties=species:S:1:pos:R:3:lowdin_charge:R:1
C -1.497 0.537 -0.225 -0.317
C -0.944 0.530 1.200 -0.148
C 0.402 -0.036 1.255 0.132
C 0.687 -1.400 1.619 -0.414
N 0.779 -1.884 3.021 0.115
O -0.190 -2.430 1.011 -0.039
N -0.843 1.507 -1.003 0.017
H -2.593 0.718 -0.222 0.136
H -1.327 -0.519 -0.711 0.154
H -1.660 -0.194 1.732 0.176
H -1.083 1.601 1.681 0.189
H 1.167 0.708 1.624 0.170
H 1.896 -1.620 1.195 0.248
H 1.647 -2.003 3.481 0.082
H 0.202 -1.327 3.763 0.159
H -0.207 -3.118 1.736 0.122
H -0.967 1.655 -2.015 0.116
H 0.190 1.311 -0.861 0.102
H 0.785 1.379 -6.218 0.080
H 2.095 2.585 -6.304 0.079
O 1.461 2.000 -5.759 -0.159
```

Properties
orbital gap: 5.75 eV
molecular weight: 121.16 g/mol
multiplicity: 1
charge: +1


Run c
Computed, not measured: a cluster of 2 separate species, C4H13N2O2 in total, with ωB97M-V/def2-TZVPD.

Structure (XYZ):
```
21
Properties=species:S:1:pos:R:3:lowdin_charge:R:1
C 0.601 -2.383 -0.127 -0.043
C 0.413 -1.027 -0.837 -0.283
C -0.255 -0.088 0.323 -0.085
C -0.246 1.243 -0.301 -0.436
N 0.372 2.183 0.524 0.189
O -0.745 1.385 -1.512 -0.038
N -0.588 -1.083 -1.889 0.127
H 0.836 -3.190 -0.741 0.055
H -0.320 -2.695 0.413 0.104
H 1.352 -2.418 0.669 0.095
H 1.308 -0.459 -1.287 0.190
H -1.388 -0.097 0.470 0.178
H 0.181 -0.116 1.333 0.067
H 0.876 1.921 1.342 0.085
H 0.110 3.224 0.256 0.193
H -1.307 -1.811 -1.861 0.170
H -0.226 -1.180 -2.857 0.177
H -1.044 -0.028 -2.035 0.166
H 1.150 0.482 3.453 0.033
H 0.321 -0.763 3.292 0.115
O 0.319 0.236 3.108 -0.059
```

Properties
orbital gap: 11.37 eV
molecular weight: 121.16 g/mol
multiplicity: 1
charge: +1


It is run c that is the most stable of them.


Run a
Computed, not measured: a cluster of 2 separate species, C5H15NO2 in total, with ωB97M-V/def2-TZVPD.

Structure (XYZ):
```
23
Properties=species:S:1:pos:R:3:lowdin_spin:R:1
C -1.060 -0.188 2.344 0.002
C -0.867 -0.559 0.832 0.059
C -0.199 -1.860 0.538 0.060
C 0.394 -1.805 -0.897 0.001
C 1.499 -0.588 -1.126 0.000
O 1.002 0.691 -1.358 0.000
N -2.357 -0.457 0.195 0.798
H -1.882 -0.873 2.772 -0.001
H -0.148 -0.128 2.838 0.001
H -1.376 0.823 2.326 0.001
H -0.305 0.257 0.362 0.007
H -0.986 -2.636 0.473 0.005
H 0.541 -2.372 1.263 0.022
H 1.012 -2.705 -1.257 0.001
H -0.275 -1.573 -1.713 0.000
H 2.151 -0.758 -1.839 0.000
H 2.119 -0.616 -0.265 0.000
H 1.630 1.232 -1.754 0.000
H -2.922 -1.060 0.845 0.028
H -2.216 -1.154 -0.651 0.015
H 1.653 3.525 -1.095 0.000
H 0.637 3.363 0.029 0.000
O 1.281 4.044 -0.372 0.000
```

Properties
orbital gap (spin up / spin down): 10.62 / 4.48 eV
molecular weight: 121.18 g/mol
multiplicity: 2
charge: +1


Run b
Computed, not measured: a cluster of 2 separate species, C5H15NO2 in total, with ωB97M-V/def2-TZVPD.

Structure (XYZ):
```
23
Properties=species:S:1:pos:R:3:lowdin_spin:R:1
C -1.085 -1.224 -1.841 0.070
N -0.075 -0.868 -0.869 0.542
C -2.021 0.605 1.339 0.013
C -0.521 0.723 1.118 0.047
C -0.116 0.452 -0.351 0.099
C 1.404 1.085 -0.540 0.108
O 1.142 2.434 -0.883 0.040
H -0.881 -2.180 -2.332 0.006
H -1.257 -0.520 -2.648 0.003
H -1.992 -1.425 -1.256 0.037
H 0.032 -1.493 -0.070 0.013
H -2.292 1.219 2.192 0.005
H -2.571 1.087 0.517 0.001
H -2.446 -0.397 1.352 0.000
H -0.183 1.754 1.205 0.001
H -0.014 0.027 1.787 0.000
H -0.673 1.113 -1.011 0.004
H 1.809 0.595 -1.416 0.004
H 1.971 1.050 0.383 0.003
H 1.702 3.003 -0.380 0.002
H 2.886 -2.454 0.463 0.000
H 2.686 -2.552 2.015 0.000
O 2.495 -2.035 1.227 0.000
```

Properties
orbital gap (spin up / spin down): 11.74 / 7.12 eV
molecular weight: 121.18 g/mol
multiplicity: 2
charge: +1


It is run b that is the most stable of them.